## one
14
Properties=species:S:1:pos:R:3:lowdin_charge:R:1 method="wB97M-V/def2-TZVPD" homo_energy_ev=-8.3 smiles=CNCSC charge=0
C 2.26 -1.04 -0.49 -0.10
N 1.16 -0.60 0.38 -0.17
C 0.44 0.53 0.01 -0.56
S -1.25 0.54 -0.78 0.75
C -2.87 0.63 0.22 -0.40
H 3.12 -1.42 0.09 0.09
H 1.94 -1.91 -1.02 0.06
H 2.45 -0.13 -1.11 0.08
H 1.57 -0.70 1.29 0.10
H 0.96 1.00 -0.80 0.05
H 0.02 1.08 0.85 0.06
H -2.94 0.35 1.26 0.01
H -3.69 -0.01 -0.18 0.03
H -3.19 1.66 0.26 0.00



## two
14
Properties=species:S:1:pos:R:3:lowdin_charge:R:1 method="wB97M-V/def2-TZVPD" homo_energy_ev=-8.6 smiles="C=N.CSC" charge=0
C -0.06 0.76 -2.21 -0.15
N 0.56 -0.26 -2.59 0.02
H -0.05 1.25 -1.23 0.04
H -0.82 1.14 -2.90 0.06
H 1.47 -0.37 -2.13 0.04
C -1.36 -1.02 0.95 -0.38
S -0.73 0.54 1.71 0.71
C 1.04 0.43 1.51 -0.47
H -2.41 -0.86 0.73 0.03
H -1.28 -1.83 1.65 0.02
H -0.69 -1.12 0.10 0.01
H 1.44 0.98 2.36 0.02
H 1.46 -0.57 1.43 0.04
H 1.44 0.91 0.62 0.01



Relative energies, unit hartree: one 0.0215; two 0.0000



## one
54
Properties=species:S:1:pos:R:3:lowdin_charge:R:1 method="wB97M-V/def2-TZVPD" homo_energy_ev=-7.4 smiles="CCOc1ccccc1N1C(=O)C[C@@H](Nc2ccc(N3CCOCC3)cc2)C1=O" charge=0
C 1.41 0.01 3.86 -0.05
C 0.43 -0.46 2.78 -0.24
O 0.77 0.03 1.50 -0.07
C 0.76 1.37 1.27 -0.20
C -0.03 2.28 1.96 -0.02
C -0.03 3.62 1.61 -0.07
C 0.77 4.08 0.57 -0.08
C 1.57 3.18 -0.11 0.00
C 1.57 1.84 0.23 -0.10
N 2.40 0.93 -0.48 0.12
C 3.29 0.06 0.13 -0.40
O 3.55 0.05 1.31 0.13
C 3.93 -0.78 -0.95 -0.02
C 3.23 -0.38 -2.25 -0.21
N 2.38 -1.42 -2.81 0.06
C 1.09 -1.55 -2.23 -0.28
C -0.05 -1.17 -2.94 -0.02
C -1.31 -1.25 -2.39 -0.01
C -1.49 -1.73 -1.09 -0.22
N -2.74 -1.85 -0.49 -0.10
C -2.88 -1.46 0.90 -0.13
C -3.15 0.05 1.00 -0.18
O -4.30 0.42 0.28 -0.13
C -4.19 0.05 -1.08 -0.18
C -3.94 -1.46 -1.21 -0.14
C -0.35 -2.18 -0.41 -0.02
C 0.91 -2.08 -0.96 -0.01
C 2.37 0.83 -1.85 -0.37
O 1.74 1.52 -2.60 0.13
H 1.30 1.08 4.04 0.07
H 2.43 -0.18 3.52 0.07
H 1.22 -0.52 4.78 0.08
H -0.60 -0.20 3.05 0.11
H 0.50 -1.54 2.68 0.12
H -0.67 1.95 2.76 0.11
H -0.65 4.31 2.15 0.11
H 0.77 5.12 0.30 0.10
H 2.20 3.52 -0.92 0.12
H 5.00 -0.57 -0.97 0.13
H 3.81 -1.84 -0.73 0.12
H 3.95 -0.09 -3.02 0.16
H 2.27 -1.26 -3.81 0.12
H 0.06 -0.77 -3.94 0.12
H -2.14 -0.91 -2.98 0.10
H -1.99 -1.71 1.47 0.10
H -3.74 -2.00 1.32 0.13
H -3.33 0.35 2.04 0.13
H -2.27 0.59 0.61 0.13
H -5.14 0.33 -1.54 0.13
H -3.37 0.61 -1.54 0.12
H -3.87 -1.76 -2.25 0.12
H -4.78 -1.99 -0.75 0.13
H -0.45 -2.63 0.56 0.10
H 1.75 -2.44 -0.39 0.11



## two
54
Properties=species:S:1:pos:R:3:lowdin_charge:R:1 method="wB97M-V/def2-TZVPD" homo_energy_ev=-7.4 smiles="COCCCNC(=O)c1cc(Nc2ccc(OC)cc2OC)nc2ccccc12" charge=0
C -1.71 1.85 1.63 -0.09
O -1.75 1.22 0.38 -0.23
C -2.98 1.33 -0.30 -0.21
C -4.04 0.33 0.18 -0.14
C -3.87 -1.04 -0.48 -0.18
N -2.52 -1.54 -0.38 0.08
C -1.74 -1.72 -1.46 -0.45
O -2.15 -1.60 -2.60 0.07
C -0.32 -2.08 -1.12 -0.06
C 0.38 -1.27 -0.27 0.06
C 1.74 -1.57 -0.01 -0.30
N 2.49 -0.77 0.82 0.12
C 2.24 0.57 1.13 -0.18
C 2.54 1.03 2.41 -0.01
C 2.31 2.34 2.78 -0.04
C 1.77 3.23 1.86 -0.29
O 1.48 4.54 2.11 -0.09
C 1.76 5.06 3.38 -0.09
C 1.49 2.79 0.56 0.05
C 1.74 1.48 0.18 -0.22
O 1.56 1.01 -1.08 -0.08
C 0.82 1.79 -1.99 -0.06
N 2.34 -2.64 -0.47 0.17
C 1.66 -3.47 -1.29 -0.22
C 2.31 -4.61 -1.78 -0.03
C 1.67 -5.46 -2.64 -0.09
C 0.36 -5.20 -3.05 -0.09
C -0.31 -4.10 -2.58 -0.02
C 0.32 -3.21 -1.69 -0.10
H -2.43 1.43 2.33 0.09
H -0.70 1.70 2.02 0.08
H -1.90 2.93 1.53 0.10
H -2.76 1.15 -1.36 0.13
H -3.36 2.36 -0.20 0.12
H -3.97 0.22 1.26 0.10
H -5.04 0.71 -0.06 0.11
H -4.09 -0.98 -1.55 0.12
H -4.57 -1.76 -0.02 0.12
H -2.10 -1.57 0.54 0.15
H -0.09 -0.41 0.19 0.11
H 3.39 -1.16 1.06 0.15
H 2.95 0.33 3.12 0.12
H 2.56 2.65 3.78 0.10
H 2.83 4.99 3.61 0.10
H 1.47 6.10 3.34 0.09
H 1.20 4.54 4.16 0.09
H 1.10 3.51 -0.13 0.12
H 0.67 1.15 -2.86 0.10
H -0.15 2.07 -1.57 0.09
H 1.37 2.69 -2.29 0.10
H 3.33 -4.79 -1.46 0.11
H 2.18 -6.34 -3.02 0.10
H -0.13 -5.88 -3.74 0.10
H -1.32 -3.90 -2.90 0.11



Relative energies, unit hartree: one 0.0000; two 0.0080



## one
20
Properties=species:S:1:pos:R:3:lowdin_charge:R:1 method="wB97M-V/def2-TZVPD" homo_energy_ev=-9.4 smiles="C#C[C@@H](C)N(C)C(C)=O" charge=0
C 2.23 -2.39 0.67 0.12
C 1.58 -1.37 0.73 -0.15
C 0.97 -0.11 0.83 -0.33
C 1.85 1.01 0.29 -0.01
N -0.39 -0.13 0.06 -0.08
C -0.36 -0.57 -1.31 -0.08
C -1.38 0.67 0.57 -0.51
C -2.64 0.88 -0.35 -0.01
O -1.28 1.21 1.66 0.02
H 2.70 -3.38 1.00 0.07
H 0.62 0.21 1.89 0.17
H 1.80 0.90 -0.74 0.06
H 1.18 1.75 0.50 0.05
H 2.80 0.95 0.81 0.11
H 0.46 -1.39 -1.49 0.12
H -1.29 -1.20 -1.38 0.11
H -0.17 0.11 -2.02 0.04
H -3.24 -0.05 -0.42 0.08
H -3.19 1.81 0.11 0.12
H -2.23 1.08 -1.41 0.08



## two
20
Properties=species:S:1:pos:R:3:lowdin_charge:R:1 method="wB97M-V/def2-TZVPD" homo_energy_ev=-8.9 smiles="C#CC(=O)NC(C)(C)C" charge=0
C 0.72 1.72 2.38 0.16
C 0.69 0.64 1.79 -0.10
C 1.58 -0.38 1.22 -0.48
O 2.49 -0.92 1.81 0.09
N 1.15 -0.80 -0.04 0.08
C -0.01 -0.28 -0.65 -0.49
C 0.18 1.11 -1.22 -0.05
C -0.63 -1.25 -1.62 -0.05
C -1.26 -0.11 0.77 -0.02
H 0.37 2.64 2.77 0.04
H 1.41 -1.75 -0.25 0.15
H 0.85 1.05 -2.08 0.09
H -0.78 1.51 -1.57 0.08
H 0.61 1.79 -0.50 0.07
H -0.72 -2.25 -1.18 0.09
H -0.02 -1.33 -2.53 0.09
H -1.62 -0.91 -1.91 0.09
H -2.06 0.32 0.17 0.05
H -1.45 -1.17 0.91 0.05
H -1.49 0.37 1.72 0.05



## three
20
Properties=species:S:1:pos:R:3:lowdin_charge:R:1 method="wB97M-V/def2-TZVPD" homo_energy_ev=-9.0 charge=0
C -0.96 -2.04 -1.32 -0.06
C -0.26 -0.98 -0.78 -0.64
C -0.16 -0.88 0.77 -0.07
C 0.22 0.44 0.39 -0.54
C 0.46 1.81 1.03 -0.21
C 1.52 0.05 -0.17 0.00
C 1.07 -0.80 -1.25 0.04
H -0.59 -1.85 -2.46 0.11
H -0.51 -3.07 -0.80 0.17
H -2.21 -1.78 -1.67 0.18
H 0.63 -1.45 1.34 0.14
H -1.38 -0.92 1.08 0.19
H 1.31 2.37 0.42 0.13
H 1.15 1.30 1.87 0.15
H -1.39 2.48 0.55 0.13
H -1.09 2.35 2.31 0.03
H 2.29 1.00 0.13 0.16
H 1.53 -1.17 -2.20 0.13
N -0.72 2.68 1.44 0.00
O -0.91 0.45 -0.70 -0.06



Relative energies, unit hartree: one 0.0000; two 0.0307; three 0.2012



## one
20
Properties=species:S:1:pos:R:3:lowdin_charge:R:1 method="wB97M-V/def2-TZVPD" homo_energy_ev=-8.5 charge=0
C 0.19 0.03 1.09 -0.38
C -0.47 0.77 -0.09 -0.26
C 0.83 1.65 -0.39 -0.03
C 1.77 0.26 -0.39 -0.18
C 1.13 -0.82 0.15 -0.25
C -0.32 -1.51 -0.37 -0.10
C -1.92 0.35 0.24 -0.29
H -0.66 0.40 -1.19 0.13
H 0.89 2.27 -1.26 0.08
H 1.00 2.30 0.49 0.10
H 2.09 0.15 -1.60 0.17
H 2.83 0.35 -0.19 0.10
H 1.49 -1.62 0.85 0.16
H -0.09 -2.64 -0.16 0.12
H -0.42 -1.31 -1.55 0.14
H -2.22 -1.97 1.11 0.31
H -2.25 1.03 1.03 0.11
H -2.70 0.67 -0.57 0.14
N -1.53 -0.92 0.55 -0.08
O 0.34 0.56 2.27 0.01



## two
20
Properties=species:S:1:pos:R:3:lowdin_charge:R:1 method="wB97M-V/def2-TZVPD" homo_energy_ev="-8.8 / -8.8" charge=0
C -0.21 0.57 0.77 -0.55
C -1.05 1.80 0.49 -0.02
C 1.00 0.80 1.67 -0.02
C -0.99 -1.76 -1.35 -0.02
C 0.19 -1.39 -0.48 -0.45
O -0.85 -0.55 0.97 -0.08
N 1.12 -2.13 -0.02 0.14
C 0.66 0.10 -0.88 -0.12
C 1.27 0.74 -1.73 0.21
H 0.81 -2.82 0.65 0.08
H 1.65 -0.07 1.63 0.08
H 1.54 1.70 1.39 0.08
H -1.87 1.56 -0.18 0.09
H -1.45 2.17 1.43 0.09
H -0.44 2.59 0.03 0.08
H 0.63 0.89 2.70 0.10
H -1.72 -0.96 -1.37 0.08
H -1.45 -2.66 -0.95 0.09
H -0.62 -1.95 -2.36 0.09
H 1.77 1.37 -2.42 0.05



## three
20
Properties=species:S:1:pos:R:3:lowdin_charge:R:1 method="wB97M-V/def2-TZVPD" homo_energy_ev="-7.8 / -8.3" smiles="C=C=C(C)CNC(C)=O" charge=0
C 0.42 2.13 -0.66 0.07
C 0.03 0.91 -0.34 -0.10
C -1.04 0.24 0.19 -0.22
C -2.45 0.59 -0.14 -0.03
C -0.76 -1.09 0.83 -0.17
N 0.14 -1.64 -0.18 0.00
C 1.32 -0.69 -0.57 -0.53
C 2.32 -0.59 0.57 -0.02
O 1.76 -0.86 -1.73 0.03
H 1.45 2.32 -0.92 0.07
H -0.24 2.99 -0.56 0.07
H -2.64 1.65 0.05 0.09
H -2.68 0.38 -1.19 0.10
H -3.18 0.00 0.44 0.08
H -0.23 -0.99 1.78 0.11
H -1.65 -1.70 0.93 0.12
H -0.32 -1.96 -1.02 0.11
H 1.85 -0.53 1.55 0.07
H 2.98 -1.46 0.53 0.09
H 2.93 0.30 0.42 0.08



Relative energies, unit hartree: one 0.1947; two 0.0293; three 0.0000